Record 1
{
  "formula": "C20H23N7O2",
  "method": "the ωB97M-V functional and the def2-TZVPD basis",
  "e_tot_ha": -1309.76479,
  "orbital_gap_ev": 7.758,
  "homo_energy_ev": -7.63,
  "smiles": "COCCNC(=O)c1c(N)n(CCCn2ccnc2)c2nc3ccccc3nc12",
  "species": ["H", "C", "C", "C", "H", "C", "N", "C", "H", "C", "H", "H", "H", "H", "C", "H", "H", "N", "C", "N", "H", "N", "H", "C", "H", "C", "N", "H", "H", "C", "H", "H", "H", "H", "C", "H", "O", "N", "H", "C", "C", "C", "C", "O", "H", "C", "C", "H", "H", "N", "C", "C"],
  "positions_angstrom": [[6.125028, 2.078340, -0.007522], [-3.885063, -1.796933, -0.158910], [-3.347637, -1.176655, -1.451713], [-0.589473, -3.072222, 0.231841], [4.017276, -0.487826, -2.562559], [-0.097071, -1.862349, 1.900896], [-0.838730, -1.791083, -3.069640], [-1.656099, 0.261913, -0.328901], [-1.532236, -2.499731, -3.230996], [-0.238578, 0.513894, -0.443830], [4.943191, 3.051150, 0.906053], [0.533632, -1.346375, 2.596181], [4.468665, -0.339755, -0.848962], [-4.013951, -0.357368, -1.745380], [-0.551748, 3.393858, 3.207865], [1.263094, 2.971206, 2.150159], [-2.506971, 3.632733, 4.070008], [2.513217, 0.186565, -1.344729], [-3.095247, -3.022729, 0.314032], [0.430235, -2.591967, 0.883891], [-3.599935, 2.090223, 2.470548], [-2.014360, -0.652493, -1.288371], [3.929660, 1.978340, -2.788010], [-1.459382, -1.916010, 1.855336], [-2.996597, -3.749321, -0.498661], [4.467545, 1.535467, -1.946329], [0.386557, 1.325899, 0.377005], [-0.090337, 4.071756, 3.911126], [-0.518449, -3.706522, -0.629893], [-1.929349, 3.144443, 3.298771], [-3.336460, -1.915731, -2.256802], [2.211446, 0.809946, -0.605364], [-3.864790, -1.028685, 0.614984], [-2.209317, -1.476259, 2.479742], [-1.793339, 1.655201, 1.414348], [5.535559, 1.455976, -2.202345], [4.283725, 2.442911, -0.885733], [-1.772616, -2.694260, 0.774513], [-4.920887, -2.095377, -0.326304], [1.569187, -0.488113, -2.021706], [0.203179, 2.789757, 2.240876], [3.912523, 0.131103, -1.668268], [-0.885228, -0.973725, -2.005736], [1.807852, -1.247083, -2.965726], [-3.645996, -3.499470, 1.133332], [0.218392, -0.275283, -1.526358], [5.065202, 2.187279, 0.254903], [0.131638, -1.936827, -3.369815], [4.737282, 1.289504, 0.789527], [-2.431575, 0.804335, 0.563285], [-2.540467, 2.292178, 2.419567], [-0.392195, 1.906176, 1.319773]],
  "forces_ev_per_a": [[-0.012, -0.007, 0.027], [0.261, -0.222, -0.129], [-0.445, 0.019, 0.210], [0.072, -0.191, -0.032], [0.086, 0.050, 0.126], [-0.249, 0.054, 0.185], [-0.132, -0.166, 0.066], [-0.086, 0.798, 0.929], [-0.002, 0.065, 0.023], [-0.049, 0.212, 0.255], [0.059, -0.061, 0.058], [0.052, 0.149, 0.206], [-0.011, -0.025, -0.130], [0.063, -0.127, -0.083], [0.200, 0.026, -0.019], [0.111, 0.013, -0.015], [-0.060, 0.024, 0.045], [0.147, 0.223, 0.124], [-0.592, 0.073, -0.088], [0.534, -0.190, -0.282], [-0.098, -0.024, -0.005], [0.051, -0.182, -0.391], [0.084, -0.111, -0.005], [0.062, 0.083, 0.313], [0.004, 0.000, 0.108], [-0.037, -0.337, -0.170], [0.071, -0.483, -0.639], [0.059, 0.044, 0.036], [-0.103, -0.159, -0.240], [-0.225, -0.049, 0.011], [-0.025, 0.101, 0.023], [-0.051, -0.010, 0.013], [-0.151, -0.099, -0.020], [-0.184, 0.115, 0.105], [0.477, 0.175, 0.098], [-0.073, 0.020, 0.011], [-0.170, 0.089, 0.030], [0.299, -0.081, 0.170], [-0.032, 0.017, 0.009], [-0.248, 0.101, 0.354], [-0.108, 0.072, 0.122], [0.249, 0.286, -0.113], [0.472, 0.422, -0.080], [0.142, -0.212, -0.308], [0.095, -0.034, -0.160], [-0.076, -0.174, -0.280], [0.021, 0.010, 0.018], [-0.113, -0.064, -0.062], [0.031, 0.002, 0.018], [0.074, -0.442, -0.873], [0.068, 0.126, 0.143], [-0.513, 0.083, 0.287]]
}

---

Record 2
{
  "formula": "C20H23NO3",
  "method": "the ωB97M-V functional and the def2-TZVPD basis",
  "e_tot_ha": -1056.35163,
  "orbital_gap_ev": 9.490,
  "homo_energy_ev": -8.70,
  "smiles": "CCCOc1ccc(C(=O)O/N=C(\\CC)c2ccc(C)cc2)cc1",
  "species": ["H", "O", "C", "H", "H", "C", "H", "H", "C", "H", "C", "O", "H", "C", "C", "C", "C", "C", "C", "H", "H", "C", "C", "C", "C", "H", "H", "C", "H", "H", "H", "O", "N", "H", "H", "H", "H", "C", "H", "H", "H", "C", "H", "H", "C", "C", "C"],
  "positions_angstrom": [[7.118070, 1.755386, 0.281268], [-5.607884, 0.266149, 0.103633], [-2.063728, -0.700669, 0.076322], [-4.343496, 2.299338, 0.860543], [-1.875546, 2.502501, 1.121301], [4.706175, -1.233696, 0.360379], [4.016618, -2.062291, 0.391100], [6.416205, -2.413204, 0.843758], [6.445176, 0.909751, 0.294174], [-8.173078, -1.290523, 1.691690], [-7.769576, -0.628088, -0.325250], [0.494772, 1.683113, 1.052965], [4.743447, 2.105846, -0.167220], [-3.432602, -0.817464, -0.068239], [-8.307424, -0.399808, 1.081612], [6.940327, -0.355177, 0.582552], [6.048775, -1.423252, 0.613775], [2.371393, 1.145329, -1.338470], [-3.688282, 1.470160, 0.645290], [2.505114, -0.362599, -2.884736], [8.905510, 0.363932, 1.046366], [-0.037848, 0.671811, 0.660177], [-4.261383, 0.267940, 0.213610], [4.216245, 0.034226, 0.049906], [5.103374, 1.106171, 0.025833], [0.894868, -0.215736, -2.175583], [8.867209, -1.037749, -0.025199], [-2.326527, 1.580395, 0.787895], [8.539333, -1.243545, 1.691625], [-9.367131, -0.160488, 1.048517], [3.239140, 1.695702, -1.701554], [0.625566, -0.438222, 0.295348], [2.016306, -0.499225, 0.488223], [-5.933414, -1.192348, -1.323775], [-7.947984, 0.258795, -0.934859], [1.476669, 1.014013, -3.299669], [-7.778311, 0.424830, 1.551326], [8.398098, -0.575877, 0.844046], [-1.428603, -1.545473, -0.139755], [-6.047960, -1.736773, 0.374208], [-3.845626, -1.756839, -0.400518], [2.783077, 0.218629, -0.225604], [1.637748, 1.863924, -0.966572], [-8.278315, -1.474042, -0.790597], [-6.270416, -0.911776, -0.316176], [1.771527, 0.342107, -2.496980], [-1.495606, 0.494833, 0.503332]],
  "forces_ev_per_a": [[0.069, 0.073, 0.016], [0.028, 0.198, 0.091], [0.198, 0.255, 0.102], [-0.069, 0.101, 0.026], [0.022, 0.077, 0.026], [-0.039, 0.082, -0.078], [-0.060, -0.087, 0.007], [0.030, -0.110, 0.023], [0.073, -0.061, 0.033], [-0.008, -0.074, 0.110], [0.375, 0.017, 0.258], [-0.130, -0.292, -0.061], [-0.041, 0.082, -0.069], [-0.422, -0.091, -0.065], [0.021, 0.018, -0.224], [-0.078, 0.044, 0.021], [0.029, 0.080, 0.017], [-0.336, 0.029, -0.025], [-0.198, -0.124, -0.054], [0.007, -0.065, -0.088], [0.078, 0.028, 0.026], [0.299, 0.675, 0.299], [0.324, 0.107, 0.064], [0.454, -0.245, 0.123], [-0.210, -0.088, -0.028], [-0.017, -0.024, -0.019], [0.098, -0.018, -0.010], [0.124, -0.148, -0.038], [0.073, -0.025, 0.054], [-0.099, 0.024, 0.084], [-0.050, -0.012, 0.097], [0.009, -0.097, -0.875], [0.478, -0.457, 1.124], [0.041, 0.020, 0.142], [-0.016, -0.044, -0.120], [-0.006, 0.010, -0.088], [-0.005, 0.070, 0.112], [0.009, -0.030, -0.057], [0.024, -0.063, -0.019], [0.036, 0.059, -0.066], [-0.062, -0.056, -0.021], [-0.702, 0.558, -0.457], [0.143, -0.025, 0.000], [0.026, 0.012, -0.077], [-0.332, -0.297, -0.309], [0.042, 0.034, 0.031], [-0.234, -0.121, -0.042]]
}

---

Record 3
{
  "formula": "C20H23NO4PtS2",
  "method": "the ωB97M-V functional and the def2-TZVPD basis",
  "total_charge": -2,
  "e_tot_ha": -2047.31711,
  "orbital_gap_ev": 5.185,
  "homo_energy_ev": -0.39,
  "species": ["C", "C", "C", "H", "C", "O", "H", "C", "H", "S", "C", "H", "H", "H", "H", "H", "O", "H", "H", "H", "C", "C", "C", "C", "C", "C", "H", "H", "H", "H", "S", "Pt", "O", "C", "O", "C", "H", "H", "C", "C", "C", "H", "H", "H", "C", "C", "H", "N", "C", "H", "H"],
  "positions_angstrom": [[-0.246692, -3.370693, -0.772726], [-0.409924, -3.510669, 0.745115], [-4.015888, -0.587229, 0.220078], [1.857634, -2.880382, -0.652370], [4.464269, 2.182534, -3.450600], [-4.616942, 0.187288, -0.706218], [-1.009260, -4.348490, -2.549438], [3.989113, 0.701363, 2.196351], [3.126738, 3.780168, -0.780617], [-2.630764, 0.055269, 1.056017], [3.153501, 1.659742, -1.029697], [4.729242, 4.362025, 3.096087], [1.349171, -3.478475, -2.235410], [3.139816, 3.827902, 1.296024], [-0.902569, -5.431056, -1.138470], [5.841367, 2.540430, 4.362637], [1.197831, 3.344127, 0.441524], [-3.974913, 2.096987, -0.178691], [1.313595, -0.245551, 0.177238], [-4.728392, 1.858461, -1.794119], [3.505514, 0.623732, -1.886585], [4.101091, 3.224051, -2.607374], [4.535267, 3.325614, 2.842605], [3.657031, 3.034761, 1.811168], [1.218877, -3.604697, -1.159279], [-4.045613, 1.446679, -1.050061], [1.531371, -4.618340, -0.883923], [3.757104, -0.323167, 1.949033], [0.180963, -2.749108, 1.257262], [5.331160, 0.182474, 3.780170], [-4.704244, -2.074922, 0.463112], [-0.807202, -0.549381, -0.349211], [2.266724, -0.074895, 0.379061], [5.154531, 2.308833, 3.556259], [-0.005035, 1.498728, 0.198198], [3.450614, 2.967503, -1.411484], [4.314134, 4.250281, -2.886013], [4.967785, 2.385583, -4.389611], [4.156857, 0.882314, -3.085539], [1.080050, 2.113345, 0.333815], [3.373101, 1.713607, 1.465183], [-3.044846, 1.316323, -1.463991], [-1.452649, -3.360321, 1.029107], [3.245120, -0.386489, -1.605867], [2.445086, 1.317954, 0.300990], [4.870668, 0.993447, 3.227790], [-0.084943, -4.506044, 1.075884], [-0.593057, -2.065869, -1.296006], [-1.138551, -4.412322, -1.468112], [-2.184790, -4.207344, -1.236645], [4.413263, 0.055450, -3.738216]],
  "forces_ev_per_a": [[0.062, 0.106, 0.006], [0.107, -0.066, 0.038], [0.282, 0.127, -0.194], [-0.002, 0.019, 0.037], [0.038, 0.012, -0.075], [-0.026, -0.121, 0.032], [0.017, 0.020, -0.025], [0.024, -0.027, -0.022], [-0.004, 0.042, -0.005], [-0.188, -0.022, 0.308], [-0.087, -0.045, 0.060], [0.002, 0.004, 0.009], [-0.020, 0.018, -0.043], [-0.001, 0.015, -0.006], [0.000, -0.020, 0.013], [-0.001, 0.002, 0.008], [0.039, 0.034, 0.032], [0.007, 0.004, -0.028], [0.002, -0.230, -0.025], [0.039, 0.029, -0.005], [0.015, -0.016, -0.007], [0.007, 0.054, -0.003], [0.048, 0.031, 0.049], [-0.035, 0.005, -0.015], [-0.021, -0.079, 0.021], [0.042, 0.017, -0.063], [0.006, -0.004, 0.006], [-0.001, -0.023, -0.001], [0.025, -0.030, -0.035], [0.013, -0.013, 0.010], [-0.141, -0.024, 0.146], [0.202, 0.576, 0.025], [-0.243, 0.325, 0.021], [0.030, 0.029, 0.028], [-0.022, -0.255, 0.186], [-0.020, -0.050, 0.023], [0.005, -0.004, -0.015], [-0.003, 0.002, 0.009], [0.007, -0.051, 0.000], [-0.114, 0.315, -0.111], [-0.097, -0.007, -0.042], [-0.011, 0.025, 0.015], [-0.027, 0.023, -0.024], [-0.001, -0.005, -0.002], [0.182, -0.146, 0.040], [0.017, -0.014, 0.017], [-0.037, -0.032, 0.042], [-0.122, -0.528, -0.463], [0.033, -0.064, 0.041], [-0.031, 0.029, 0.005], [0.004, 0.012, -0.016]]
}

---

Record 4
{
  "formula": "C20H23NO6PdS",
  "method": "the ωB97M-V functional and the def2-TZVPD basis",
  "e_tot_ha": -1808.06830,
  "orbital_gap_ev": [7.997, 7.156],
  "homo_energy_ev": [-7.73, -9.23],
  "multiplicity": 3,
  "species": ["H", "H", "H", "C", "C", "N", "H", "H", "O", "O", "H", "C", "H", "H", "C", "H", "C", "O", "Pd", "O", "C", "H", "C", "C", "O", "C", "C", "H", "H", "H", "C", "C", "H", "C", "C", "C", "O", "H", "H", "H", "C", "C", "H", "S", "H", "H", "C", "H", "C", "C", "H", "H"],
  "positions_angstrom": [[-5.927634, -4.386291, 4.979530], [-13.377024, -8.005212, 6.458373], [-10.878439, -2.320921, 8.265924], [-7.453189, -5.917219, 9.827440], [-13.145475, -10.574656, 8.718753], [-13.083291, -9.218610, 8.149850], [-9.814199, -6.001664, 12.207331], [-13.074431, -10.469943, 9.807836], [-11.540705, -9.701163, 4.836352], [-14.201237, -6.731092, 10.659658], [-7.237804, -6.471959, 5.172043], [-6.956981, -5.908258, 6.051380], [-6.845196, -3.428634, 9.054921], [-14.135113, -11.005968, 8.407713], [-13.461413, -7.520159, 10.070691], [-7.545960, -5.104017, 10.572296], [-7.163493, -5.436884, 8.444907], [-12.246674, -7.864027, 10.346640], [-11.217507, -8.295196, 8.588245], [-10.797532, -11.032703, 9.010207], [-14.112117, -8.260243, 8.849296], [-13.903869, -9.671896, 6.113651], [-10.227757, -1.740170, 10.232119], [-10.067659, -5.905023, 11.110860], [-10.636917, -9.019414, 6.751900], [-7.183465, -6.368819, 7.314891], [-10.089284, -4.455066, 10.781974], [-11.807524, -11.464211, 7.191832], [-14.492663, -7.518388, 8.144394], [-9.576921, -3.862692, 12.753180], [-6.391449, -3.709944, 6.923705], [-11.988188, -11.428154, 8.277065], [-14.961904, -8.838910, 9.153572], [-6.863044, -4.117679, 8.204420], [-13.132960, -9.064064, 6.663869], [-9.957208, -2.151871, 11.496852], [-9.598475, -7.089377, 8.793567], [-9.925034, -1.421109, 12.299868], [-10.264635, -0.697323, 9.980432], [-7.395165, -7.426101, 7.492622], [-10.430466, -3.996587, 9.516500], [-11.671528, -9.311043, 5.968400], [-11.024514, -6.440181, 10.853758], [-8.919506, -7.038886, 10.187007], [-10.093391, -10.762927, 8.372862], [-6.153333, -2.680333, 6.776154], [-6.428113, -4.609540, 5.906788], [-10.677744, -4.653284, 8.675956], [-9.765626, -3.508633, 11.739812], [-10.544509, -2.645874, 9.283598], [-12.124391, -12.437616, 8.673950], [-6.578641, -6.518001, 10.165763]],
  "forces_ev_per_a": [[-0.442, 0.389, -0.474], [0.187, -0.486, 0.087], [0.466, -0.221, 1.022], [0.848, -0.557, 1.628], [-0.849, 0.282, -0.804], [-1.866, 1.907, -0.235], [-0.386, -0.330, -1.104], [-0.256, -0.052, -0.193], [-0.810, -0.106, -0.165], [1.168, -0.760, -0.467], [0.587, -0.362, 0.045], [0.269, 0.696, 0.217], [-0.188, -0.044, -0.399], [0.791, -0.037, 0.430], [-1.507, -0.034, 0.166], [0.011, -0.171, -0.549], [-0.543, -1.379, -1.833], [-0.654, 0.631, 0.647], [-0.450, -1.135, 0.118], [0.572, 1.239, -1.108], [1.785, -0.742, -0.583], [0.676, 0.255, 0.761], [-0.454, 1.540, 0.006], [0.185, -0.844, 0.973], [-0.989, -0.513, -1.211], [-0.396, 0.570, 1.886], [0.691, -0.132, -0.900], [-0.155, 0.068, 0.421], [0.314, -0.106, -0.030], [0.128, 0.183, -0.130], [-1.057, -0.474, 1.668], [0.881, -0.812, 0.719], [-0.441, -0.319, 0.467], [0.605, 0.320, -0.101], [0.828, -0.510, -0.933], [0.794, -0.345, 1.239], [1.335, 0.441, 0.773], [0.418, -0.182, -0.034], [-0.192, 0.399, 0.128], [-0.279, 0.446, -0.081], [-0.724, -0.436, -0.666], [0.634, 0.520, 1.502], [0.684, 0.533, 0.651], [-0.049, 1.850, -1.144], [-0.801, -0.345, 0.422], [0.553, 0.393, -0.146], [0.199, -0.560, -0.873], [0.118, -0.095, 0.591], [-0.943, -0.020, 1.019], [-0.188, -0.611, -2.793], [-0.518, -0.095, -0.517], [-0.589, 0.154, -0.115]]
}

---

Energy relative to the best compared isomer or geometry (same formula, charge and spin), record by record: 75.6; 221.0; 47.1; 97.0 kJ/mol